[1]
18
Properties=species:S:1:pos:R:3 method="wB97M-V/def2-TZVPD" charge=0 de_lowest_kj_mol=453.9 gap_ev=8.75
C -0.306 -1.277 0.424
C -2.020 0.330 -0.461
C 1.039 1.230 0.611
C -0.719 -0.463 -0.747
N 0.630 -2.170 0.273
N 1.983 -0.110 -0.948
N 0.955 0.750 -0.741
H -0.567 -0.848 1.358
H -2.353 1.080 -1.329
H -2.080 0.716 0.578
H -2.877 -0.400 -0.504
H 1.765 2.096 0.569
H 0.104 1.526 1.060
H 1.351 0.497 1.325
H -0.704 -1.061 -1.693
H 1.010 -2.525 1.164
H 1.988 -1.040 -0.426
H 2.053 -0.368 -1.929

---

[2]
18
Properties=species:S:1:pos:R:3 method="wB97M-V/def2-TZVPD" charge=0 de_lowest_kj_mol=134.8 gap_ev=9.90
N 2.757 -0.603 1.295
C 1.452 -0.494 1.749
N 0.407 -0.355 1.057
C 0.439 -0.286 -0.379
C -0.370 0.902 -0.870
C -1.878 0.802 -0.642
N -2.414 -0.472 -1.138
H 3.001 -0.289 0.373
H 3.475 -0.792 1.966
H 1.405 -0.502 2.831
H 1.462 -0.191 -0.794
H 0.158 -1.227 -0.852
H -0.225 1.068 -1.936
H 0.016 1.766 -0.324
H -2.375 1.574 -1.182
H -2.080 0.948 0.405
H -3.343 -0.578 -0.759
H -1.888 -1.269 -0.801

---

[3]
18
Properties=species:S:1:pos:R:3 method="wB97M-V/def2-TZVPD" charge=0 de_lowest_kj_mol=327.2 gap_ev=9.56 smiles="[H]/N=C/NCCCN"
H 3.728 0.363 -0.448
N 2.785 0.746 -0.247
C 2.118 0.210 -1.248
N 0.830 -0.123 -0.936
C 0.360 -0.219 0.405
C -0.877 -1.115 0.766
C -2.203 -0.394 0.309
N -2.505 0.899 0.872
H 2.503 0.080 -2.236
H 0.267 -0.339 -1.735
H 0.235 0.784 0.849
H 1.217 -0.885 0.800
H -0.795 -1.999 0.062
H -0.952 -1.298 1.871
H -2.212 -0.225 -0.925
H -3.130 -1.038 0.563
H -3.341 1.403 1.219
H -1.679 1.610 0.768

---

[4]
18
Properties=species:S:1:pos:R:3 method="wB97M-V/def2-TZVPD" charge=0 de_lowest_kj_mol=501.0 gap_ev="8.10 / 8.09"
C 1.712 0.325 0.598
N 0.724 -0.465 -0.155
C 0.459 -0.116 -1.576
N 1.005 0.966 -2.012
H 0.840 -1.465 0.003
H 1.045 0.985 -3.026
H 0.296 -1.024 -2.172
H 1.753 -0.056 1.617
H 1.448 1.377 0.539
H 2.680 0.206 0.117
C -1.580 0.694 1.016
C -0.954 -0.523 0.376
N -1.099 -1.749 0.758
H -1.931 -1.908 1.320
H -1.121 -0.185 -0.940
H -2.621 0.458 1.235
H -1.545 1.543 0.331
H -1.111 0.937 1.972

---

[5]
18
Properties=species:S:1:pos:R:3 method="wB97M-V/def2-TZVPD" charge=+2 de_lowest_kj_mol=38.4 gap_ev=10.54
C 2.092 1.474 -0.093
N 1.784 0.070 -0.124
C 0.544 -0.464 -0.072
C 0.327 -1.922 -0.011
N -0.569 0.351 0.171
C -1.849 -0.053 0.026
N -2.934 0.611 0.166
H 2.014 1.915 0.911
H 1.473 1.957 -0.833
H 3.129 1.639 -0.294
H 2.585 -0.557 -0.026
H 1.098 -2.616 -0.321
H 0.048 -2.262 0.902
H -0.496 -1.990 -0.693
H -0.226 1.266 0.290
H -2.058 -1.171 -0.331
H -3.827 0.094 0.077
H -3.135 1.655 0.256

---

[6]
18
Properties=species:S:1:pos:R:3 method="wB97M-V/def2-TZVPD" charge=+2 de_lowest_kj_mol=6.1 multiplicity=3 gap_ev="9.18 / 7.92"
C -1.576 0.071 0.003
C -0.433 0.508 0.761
C 1.394 -0.343 -0.249
C 2.643 0.391 -0.492
N -2.510 0.965 -0.392
N -1.830 -1.271 -0.289
N 0.762 -0.445 1.044
H -0.281 1.563 0.999
H 0.813 -0.814 -1.063
H 3.245 0.426 0.356
H 2.727 1.504 -0.963
H 3.258 -0.240 -1.164
H -2.387 1.967 -0.199
H -3.394 0.605 -0.915
H -1.517 -2.085 0.121
H -2.694 -1.359 -0.727
H 1.221 -0.027 1.903
H 0.561 -1.416 1.265

---

[7]
19
Properties=species:S:1:pos:R:3 method="wB97M-V/def2-TZVPD" charge=0 de_lowest_kj_mol=621.9 gap_ev="8.87 / 8.87" smiles="CN(C)C[C@H](N)N=O"
C 1.714 -0.065 -1.010
N 0.237 -0.978 -0.419
C 0.378 -1.801 0.746
C -1.044 -0.323 -0.626
C -1.010 0.793 0.401
N -1.696 1.992 0.045
N 0.509 0.999 0.490
O 0.965 0.936 1.627
H 2.508 0.485 -0.510
H 2.174 -1.012 -1.279
H 1.306 0.407 -1.896
H 0.489 -1.196 1.671
H -0.501 -2.445 0.874
H 1.279 -2.412 0.654
H -1.891 -1.007 -0.502
H -1.066 0.091 -1.638
H -1.345 0.454 1.384
H -1.686 2.679 0.789
H -1.320 2.404 -0.801

---

[8]
19
Properties=species:S:1:pos:R:3 method="wB97M-V/def2-TZVPD" charge=0 de_lowest_kj_mol=475.2 gap_ev=8.96
C -2.167 -0.154 -0.206
C -0.833 -0.184 0.496
C -0.751 -0.598 1.764
H 0.306 -0.753 -0.854
H -2.474 0.874 -0.434
H -2.126 -0.688 -1.162
H -2.969 -0.618 0.382
H -1.601 -1.003 2.317
H 0.171 -0.525 2.336
N 1.374 -0.541 -0.991
C 0.807 0.916 -0.066
N 2.254 -1.318 -0.182
N 0.332 1.806 -1.018
O 1.536 1.246 0.844
H 1.814 -0.279 -1.876
H 2.792 -0.665 0.392
H 1.668 -1.840 0.469
H -0.518 1.556 -1.502
H 0.386 2.768 -0.709